P | Density functional theory data (wB97M-V/def2-TZVPD) for C3H7N3O as an isolated structure.

Geometry as ORCA input:
```
! wB97M-V def2-TZVPD RIJCOSX def2/J DEFGRID3
* xyz 0 1
C 1.934 0.708 -0.295
C -0.600 -1.572 0.198
C -1.103 0.932 0.133
O -2.409 1.120 -0.022
N -0.132 1.699 0.526
N 0.737 0.563 0.497
N -0.341 -0.195 -0.128
H -2.835 0.293 -0.276
H 2.477 -0.235 -0.275
H 1.722 0.995 -1.330
H 2.529 1.485 0.179
H -1.451 -1.916 -0.391
H -0.805 -1.721 1.263
H 0.276 -2.156 -0.080
*
```

HOMO: -0.318 Ha
Frontier orbital gap: 9.146 eV

***

Q | Density functional theory data (wB97M-V/def2-TZVPD) for a 2-piece molecular cluster, C3H7N3O overall.

Geometry as ORCA input:
```
! wB97M-V def2-TZVPD RIJCOSX def2/J DEFGRID3
* xyz 0 1
C 0.998 -2.085 0.557
C -1.690 0.991 -0.343
C 0.773 1.258 -0.191
N 2.116 -1.865 0.157
N 0.030 -2.477 1.200
N -0.361 0.921 -0.836
O 1.847 0.966 -0.616
H -1.445 1.727 0.527
H -2.378 1.451 -0.983
H -1.961 0.094 0.085
H 0.623 1.762 0.860
H -0.983 -2.129 1.060
H -0.255 0.398 -1.708
H 2.685 -1.013 0.230
*
```

SMILES: CNC=O.N=C=N
HOMO: -0.359 Ha
Frontier orbital gap: 10.455 eV

***

Which of them is most stable, and which least? Most stable: Q; least stable: P.

***

P | Density functional theory data (wB97M-V/def2-TZVPD) for one molecule with the formula C3H2N2O3.

Geometry as ORCA input:
```
! wB97M-V def2-TZVPD RIJCOSX def2/J DEFGRID3
* xyz 0 1
C 2.012 0.080 -0.052
C -0.226 -0.678 -0.263
C -1.686 0.994 -0.175
H 3.064 -0.291 -0.406
H -1.947 1.959 -0.530
N -1.166 -1.134 0.437
N -2.184 -0.022 0.465
O 1.969 1.041 0.610
O 1.212 -1.125 -0.269
O -0.465 0.591 -0.645
*
```

SMILES: O=COc1nnco1
HOMO: -0.412 Ha
Frontier orbital gap: 11.757 eV

***

Q | Density functional theory data (wB97M-V/def2-TZVPD) for one molecule with the formula C3H2N2O3.

Geometry as ORCA input:
```
! wB97M-V def2-TZVPD RIJCOSX def2/J DEFGRID3
* xyz 0 1
C -0.759 -0.160 -0.999
C 0.169 0.270 -0.109
C 0.664 -0.423 1.082
H -2.377 -1.094 -1.053
H -0.917 0.392 -1.936
N 1.742 1.539 0.762
N 1.629 0.602 1.576
O -1.520 -1.167 -0.663
O 0.917 1.454 -0.353
O 0.453 -1.414 1.694
*
```

SMILES: O=C1N=NO/C1=C/O
HOMO: -0.358 Ha
Frontier orbital gap: 8.921 eV

***

Which of them is most stable, and which least? Most stable: P; least stable: Q.

***

P | Density functional theory data (wB97M-V/def2-TZVPD) for a 2-piece molecular cluster, C8H10N2 overall.

Geometry as ORCA input:
```
! wB97M-V def2-TZVPD RIJCOSX def2/J DEFGRID3
* xyz 0 1
C 2.556 0.819 -0.658
C 2.425 1.165 0.638
C 1.906 -0.225 -1.305
C 1.455 0.361 1.409
C 0.817 -0.757 -0.779
C 0.453 -0.287 0.563
C -3.481 0.812 -1.104
C -4.076 -0.006 -0.501
N -1.462 -1.388 0.527
N -0.610 -0.547 1.215
H 3.214 1.427 -1.231
H 3.089 2.010 0.973
H 2.292 -0.394 -2.289
H 0.953 0.924 2.288
H 0.169 -1.602 -1.017
H -3.025 1.630 -1.569
H 1.878 -0.411 2.039
H -4.410 -0.954 -0.053
H -2.303 -1.635 1.162
H -1.841 -0.941 -0.311
*
```

SMILES: N/N=C1\C=CC=CC1.C#C
HOMO: -0.287 Ha
Frontier orbital gap: 8.103 eV

***

Q | Density functional theory data (wB97M-V/def2-TZVPD) for one molecule with the formula C8H10N2.

Geometry as ORCA input:
```
! wB97M-V def2-TZVPD RIJCOSX def2/J DEFGRID3
* xyz 0 1
C 1.518 -1.485 0.654
C 1.182 -0.514 -0.485
C 1.739 0.927 -0.414
C 0.566 1.768 0.148
C -0.687 1.010 -0.003
C -2.777 0.305 0.052
C -2.382 -1.080 -0.173
C -0.247 -0.237 -0.365
H 1.194 -1.160 1.644
H 2.590 -1.821 0.475
H 0.704 -2.400 0.517
H 1.180 -1.096 -1.338
H 1.752 1.105 -1.519
H 2.761 1.099 0.046
H 0.554 2.106 1.194
H 0.276 2.699 -0.312
H -3.695 0.606 0.306
H -3.177 -1.837 -0.170
N -1.930 1.333 0.148
N -1.122 -1.327 -0.405
*
```

SMILES: C[C@@H]1CCc2nccnc21
HOMO: -0.330 Ha
Frontier orbital gap: 9.531 eV

***

Which of them is most stable, and which least? Most stable: Q; least stable: P.

***

P | Density functional theory data (wB97M-V/def2-TZVPD) for a 2-piece molecular cluster, C4H12N3 overall.

Geometry as ORCA input:
```
! wB97M-V def2-TZVPD RIJCOSX def2/J DEFGRID3
* xyz 1 1
C 0.183 -1.154 -2.913
N -0.160 -0.859 -1.510
C 0.164 -1.682 -0.538
N -0.052 -1.468 0.727
H 1.193 -0.834 -3.144
H -0.561 -0.683 -3.555
H 0.053 -2.225 -3.072
H -0.448 0.092 -1.280
H 0.626 -2.614 -0.851
H -0.348 -0.485 1.092
H 0.097 -2.248 1.345
C 0.915 1.615 1.884
C -1.381 1.853 1.452
N -0.398 1.067 1.538
H 0.933 1.887 2.940
H 1.162 2.488 1.291
H 1.677 0.857 1.719
H -2.372 1.477 1.213
H -1.281 2.916 1.660
*
```

HOMO: -0.526 Ha
Frontier orbital gap: 11.487 eV

***

Q | Density functional theory data (wB97M-V/def2-TZVPD) for an isolated ion of composition C4H12N3 and charge +1.

Geometry as ORCA input:
```
! wB97M-V def2-TZVPD RIJCOSX def2/J DEFGRID3
* xyz 1 1
C -0.902 -2.301 0.616
C -1.219 0.963 0.056
C 1.033 0.528 -1.914
C -0.168 0.010 0.561
N -0.391 -1.294 0.020
N 0.266 0.270 1.850
N 1.187 0.385 -0.449
H -0.842 -3.271 0.226
H -1.360 -2.363 1.579
H -0.929 1.799 -0.504
H -1.992 0.582 -0.521
H -1.795 1.529 0.827
H 0.628 1.622 -2.124
H 2.045 0.520 -2.289
H 0.382 -0.087 -2.422
H 0.579 -0.506 2.472
H -0.172 0.927 2.409
H 1.790 -0.433 -0.214
H 1.859 1.122 -0.181
*
```

SMILES: C=N[C@@](C)(N)[NH2+]C
HOMO: -0.526 Ha
Frontier orbital gap: 11.187 eV

***

Which of them is most stable, and which least? Most stable: P; least stable: Q.